A structure of composition C13H19AsN3O6P2S2Ta at a distorted geometry, computed with ωB97M-V/def2-TZVPD.

Values from the calculation:
* energy above the lowest of the compared OMol25 structures with the same formula, charge and spin: 20.44 kcal/mol
* total charge: +2
* DFT total energy: -4894.09292 Ha
* HOMO: -0.532 Eh

Element x y z (Å)
Ta 0.513 -0.263 -0.042
N 3.314 -2.938 -2.388
C 2.029 -2.142 -2.578
C 1.546 -2.327 -4.016
P 2.260 -0.369 -2.138
O 3.139 0.197 -3.283
O 2.715 -0.236 -0.703
O 0.809 0.207 -2.054
P 0.853 -2.990 -1.359
O -0.575 -2.379 -1.695
O 1.071 -4.423 -1.484
O 1.125 -2.209 -0.040
H 3.850 -2.640 -1.566
H 3.919 -2.884 -3.212
H 3.046 -3.929 -2.241
H 2.291 -1.980 -4.734
H 0.635 -1.749 -4.170
H 1.326 -3.378 -4.209
H 3.369 1.139 -3.329
H -1.236 -2.892 -2.185
S -1.596 0.684 -0.469
C -2.629 0.334 0.916
C -3.976 0.655 0.838
C -4.800 0.417 1.933
C -6.192 0.751 1.845
N -7.300 1.039 1.765
C -4.266 -0.142 3.102
C -2.915 -0.463 3.173
C -2.096 -0.226 2.079
S -0.398 -0.677 2.148
C -5.104 -0.389 4.240
N -5.774 -0.592 5.150
H -4.396 1.085 -0.061
H -2.520 -0.900 4.080
C 0.101 2.692 2.489
As 1.187 2.090 1.022
C 3.008 2.179 1.651
C 1.004 3.455 -0.336
H 0.379 3.722 2.710
H 0.286 2.065 3.359
H -0.952 2.647 2.216
H 3.227 3.208 1.936
H 3.695 1.856 0.872
H 3.127 1.538 2.523
H 1.430 4.380 0.052
H -0.052 3.600 -0.557
H 1.525 3.174 -1.249

Atomic partial charges in e from the Löwdin method, atoms 1 to 8: number 1, Ta, carries 1.21; number 2, N, carries 0.21; number 3, C, carries -0.48; number 4, C, carries -0.05; number 5, P, carries 0.38; number 6, O, carries -0.03; number 7, O, carries -0.37; number 8, O, carries -0.43